Formula: C6H14N2O2
Source: OMol25
Level of theory: ωB97M-V with the def2-TZVPD basis set

Structure (XYZ):
```
24
Properties=species:S:1:pos:R:3:forces:R:3:mulliken_charge:R:1
C 3.0496 -2.2751 0.2147 -0.742 1.410 1.553 -0.842
N 1.8436 -2.3972 1.0604 0.207 0.138 -0.800 -0.222
C 0.9587 -1.3706 1.1209 -0.160 0.094 0.286 0.792
C -0.3897 -1.7277 1.7420 0.836 -0.877 0.188 -1.134
O 1.2450 -0.2518 0.7166 -0.312 -0.331 -0.158 -0.659
H 2.8960 -2.5641 -0.8132 0.106 -0.859 -0.099 0.286
H 3.2006 -1.1937 0.1545 0.264 -0.119 0.083 0.284
H 3.8640 -2.6868 0.7975 0.356 -0.415 -0.647 0.345
H 1.6189 -3.2529 1.5330 -0.021 -0.181 -0.232 0.218
H -0.6354 -2.7504 1.4317 -0.151 0.199 0.070 0.350
H -0.2693 -1.7568 2.8321 -0.180 0.210 -0.164 0.298
H -1.1861 -1.0653 1.4514 -0.081 0.403 -0.016 0.339
C -0.2289 2.3095 0.4357 -0.187 -0.625 -0.090 -0.879
N -0.9651 1.2481 -0.2456 -0.385 -0.106 -0.065 -0.092
C -1.7054 1.6157 -1.3401 0.564 -0.077 0.125 0.686
C -2.2847 0.4860 -2.1539 0.004 -1.167 0.127 -1.110
O -1.8076 2.7849 -1.6605 -0.475 0.052 -0.087 -0.623
H 0.5751 2.6141 -0.2398 -0.018 0.556 0.415 0.294
H -0.9318 3.0999 0.6901 0.261 0.218 -0.302 0.327
H 0.1746 1.9111 1.3638 0.135 -0.040 -0.157 0.284
H -0.5068 0.3405 -0.2383 -0.244 0.381 0.013 0.154
H -2.9476 -0.2134 -1.6278 0.192 0.388 0.425 0.299
H -1.4657 -0.1534 -2.5039 0.010 0.175 -0.108 0.281
H -2.8569 0.8056 -3.0043 0.021 0.571 -0.359 0.326
```
Forces are in eV/Å.

The value obtained for the strongest force on any atom is 0.0433 Eh/bohr. The multiplicity is 1. The calculation puts the energy above the lowest of the compared OMol25 structures with the same formula, charge and spin at 0.8044 eV. As for the gap between HOMO and LUMO: 0.35320 hartree.